<P>
18
Properties=species:S:1:pos:R:3 method="wB97M-V/def2-TZVPD" smiles="C=CC[C@@H]1C[C@H]1N" multiplicity=1
C 0.94247 -0.23123 -0.19509
C -1.15793 -1.26452 -0.33377
C 0.29457 -1.57447 -0.09203
C 1.85205 0.48385 0.73645
C -1.74637 -0.25344 -1.02580
C 0.42990 0.94339 0.82541
N -0.14150 1.98968 0.08571
H 0.97907 0.14965 -1.20524
H -1.79950 -1.90538 0.25685
H -0.30159 2.79031 0.68574
H 0.70710 -2.27604 -0.82159
H 0.41678 -1.99864 0.90695
H 2.23343 -0.06820 1.58586
H 2.54783 1.18171 0.29080
H -0.11189 0.59406 1.70639
H -1.23277 0.27761 -1.81669
H -2.81207 -0.31135 -1.19270
H -1.09957 1.47301 -0.39724

<Q>
18
Properties=species:S:1:pos:R:3 method="wB97M-V/def2-TZVPD" multiplicity=1
C 2.19142 0.34380 0.61365
C 1.51667 -0.77340 0.02139
C -0.89162 0.12795 -0.01402
C -1.93146 -0.89827 0.37817
C -1.17905 0.86089 -1.31469
C -0.27003 0.89167 0.94359
N 0.51974 1.48264 1.60214
H 2.51236 1.15743 -0.02997
H 2.82378 -0.73193 0.10728
H 2.52737 0.33453 1.63871
H 1.25492 -1.61597 0.65312
H 1.37422 -0.85765 -1.04757
H -1.69400 -1.39099 1.32579
H -2.92321 -0.43041 0.48869
H -2.03898 -1.67094 -0.39424
H -2.15313 1.37428 -1.27876
H -0.42138 1.62405 -1.52450
H -1.21763 0.17232 -2.16879

Result of the stability comparison: <P> is the most stable of them.